Below is a molecular structure, C4H6FO4Ru at a distorted geometry, with properties calculated with ωB97M-V/def2-TZVPD.

Values from the calculation:
Highest occupied orbital energy (alpha / beta) in eV: -10.35 / -13.30
Kohn-Sham gap (alpha / beta) in Eh: 0.263 / 0.113
ΔE to the lowest compared entry with this formula, charge and spin in eV: 0.295
Multiplicity: 7
Charge: +1
Lowest unoccupied orbital energy (alpha / beta) in eV: -3.21 / -10.23

Last column: Löwdin spin population.
Cartesian coordinates (Å):
C  -0.50656  -2.35420  -0.98076  0.11
O  0.16577  -1.98969  0.20537  0.72
H  0.12365  -2.19743  -1.87143  0.07
H  -0.75753  -3.42110  -0.90754  0.01
H  -1.43903  -1.77840  -1.10832  0.02
C  0.59247  2.28380  1.03864  0.05
O  1.21783  1.53483  1.78814  0.04
C  0.18709  -0.54333  0.67812  0.01
C  0.49031  0.40805  -0.46672  0.03
O  0.06530  1.71986  -0.12291  0.18
O  -0.03570  3.34588  1.29029  0.25
F  -1.10900  -0.32461  1.14647  0.04
H  0.95371  -0.65517  1.45239  0.00
H  1.57080  0.42670  -0.64733  0.00
H  -0.05764  0.14179  -1.37699  0.00
Ru  -1.46146  3.40301  -0.11741  4.46


Below is 2 unconnected molecules or ions with the total composition C21H24N6O6S at a distorted geometry, with properties calculated with ωB97M-V/def2-TZVPD.

Values from the calculation:
Highest occupied orbital energy in eV: -7.94
Kohn-Sham gap in Eh: 0.288
Structure (SMILES): CNC(=O)[C@H](Cc1c[nH]c2ccccc12)NC(C)=O.NS(=O)(=O)c1ccc2o/c(=N/O)[nH]c2c1
Lowest unoccupied orbital energy in eV: -0.09

Last column: natural (NBO) charge in e.
Cartesian coordinates (Å):
C  -1.21162  0.64153  5.71267  -0.43
N  -0.38392  1.59265  4.97007  -0.60
C  -0.08034  1.66821  3.66597  0.66
O  0.59503  2.62355  3.30504  -0.63
C  -0.55242  0.67153  2.58222  -0.11
C  -1.98072  0.11753  2.72771  -0.44
C  -2.67384  -0.44652  1.52014  -0.10
C  -2.10434  -0.98349  0.41562  -0.05
N  -3.08552  -1.44188  -0.44236  -0.54
C  -4.34238  -1.28211  0.09798  0.12
C  -5.62586  -1.63214  -0.34445  -0.25
C  -6.72994  -1.35663  0.48024  -0.21
C  -6.53688  -0.73535  1.72738  -0.25
C  -5.24284  -0.38240  2.15732  -0.20
C  -4.11167  -0.64737  1.35420  -0.02
N  0.45802  -0.34131  2.23886  -0.63
C  0.90247  -1.33851  3.00057  0.68
C  2.13281  -2.05316  2.49383  -0.71
O  0.37863  -1.70162  4.04267  -0.65
H  -0.88705  -0.38159  5.53133  0.24
H  -2.25988  0.74781  5.43182  0.19
H  -1.12017  0.83664  6.78211  0.21
H  0.03287  2.33636  5.50811  0.41
H  -0.61381  1.31023  1.70112  0.23
H  -2.60892  0.92994  3.09469  0.22
H  -1.98273  -0.66578  3.48369  0.24
H  -1.03956  -1.08622  0.25617  0.23
H  -2.89071  -1.92021  -1.30931  0.41
H  -5.76176  -2.11371  -1.30054  0.21
H  -7.72754  -1.62334  0.15854  0.21
H  -7.38970  -0.52835  2.35955  0.21
H  -5.10632  0.08776  3.11963  0.21
H  1.04365  -0.10077  1.44833  0.43
H  1.94106  -2.43530  1.49385  0.22
H  2.96550  -1.35207  2.47347  0.23
H  2.36516  -2.87721  3.16704  0.24
N  0.26174  0.27894  -1.44800  -1.06
S  1.49191  1.36399  -1.23105  2.26
O  0.85691  2.63715  -1.56417  -0.93
O  1.91665  1.17736  0.15608  -0.93
C  2.67200  0.77976  -2.46490  -0.34
C  3.34699  -0.43600  -2.26184  -0.18
C  4.26594  -0.89327  -3.21236  -0.24
C  4.50672  -0.12775  -4.35055  0.26
O  5.33744  -0.41521  -5.39660  -0.40
C  5.14208  0.59828  -6.29591  0.61
N  5.62511  0.60198  -7.51374  -0.24
O  5.23540  1.66271  -8.37549  -0.60
N  4.31139  1.56223  -5.75652  -0.62
C  3.84565  1.07836  -4.54945  0.17
C  2.92298  1.54663  -3.61440  -0.24
H  -0.53491  0.71235  -0.99705  0.41
H  0.11378  0.23775  -2.44541  0.39
H  3.16195  -1.02151  -1.36305  0.25
H  4.79519  -1.83093  -3.07796  0.24
H  5.71311  1.61460  -9.22616  0.49
H  3.82841  2.23755  -6.34184  0.44
H  2.41882  2.49837  -3.77493  0.26


Below is 8 unconnected molecules or ions with the total composition C10H24N8O18 at a distorted geometry, with properties calculated with ωB97M-V/def2-TZVPD.

Values from the calculation:
Highest occupied orbital energy in eV: -0.82
Kohn-Sham gap in Eh: 0.160
Charge: -2
Lowest unoccupied orbital energy in eV: 3.53

Last column: natural (NBO) charge in e.
Cartesian coordinates (Å):
N  1.76300  -4.72107  0.49270  -0.84
C  0.71746  -4.07259  -0.30452  -0.27
C  0.66829  -2.55125  0.04531  0.78
O  0.78262  -2.24446  1.24915  -0.81
O  0.53164  -1.76100  -0.90707  -0.84
C  -0.67214  -4.71787  -0.06536  0.75
O  -1.22208  -5.28803  -1.03884  -0.83
O  -1.15926  -4.62052  1.05472  -0.78
H  1.38398  -5.40288  1.12841  0.36
H  2.48908  -5.10899  -0.08249  0.33
H  0.92224  -4.17815  -1.36116  0.18
C  -1.53681  0.54492  -1.40417  -0.49
N  -1.75891  1.69029  -2.32464  0.55
O  -2.50555  2.58481  -1.98557  -0.39
O  -1.15891  1.66637  -3.38882  -0.44
H  -2.12927  0.69902  -0.51232  0.23
H  -1.83691  -0.35835  -1.92629  0.26
H  -0.47480  0.49693  -1.16348  0.29
C  0.33644  -0.64941  3.81744  -0.50
N  1.36222  -0.38768  4.86213  0.55
O  1.02609  -0.42598  6.02929  -0.42
O  2.49463  -0.14659  4.49067  -0.41
H  -0.60727  -0.83698  4.31480  0.21
H  0.28073  0.23219  3.18616  0.23
H  0.64793  -1.51746  3.23123  0.33
C  1.90026  1.98288  -4.01678  -0.49
N  3.00175  2.29993  -3.06547  0.54
O  2.73661  2.36870  -1.89018  -0.35
O  4.10626  2.48490  -3.54575  -0.42
H  0.98043  1.84496  -3.46373  0.26
H  1.82332  2.82240  -4.70174  0.22
H  2.17338  1.07427  -4.54364  0.24
C  -2.79298  -8.19294  2.05209  -0.49
N  -1.42884  -8.42988  1.51442  0.54
O  -0.60066  -7.60741  1.77496  -0.30
O  -1.26929  -9.43863  0.83872  -0.44
H  -2.77677  -7.26398  2.61011  0.25
H  -3.46622  -8.12404  1.20397  0.24
H  -3.04563  -9.03870  2.68653  0.20
C  4.18099  2.76191  2.73831  -0.49
N  3.17169  3.26797  3.70632  0.55
O  3.49538  3.38502  4.86493  -0.37
O  2.07349  3.53476  3.25814  -0.41
H  5.09960  2.56640  3.27618  0.22
H  3.78227  1.85101  2.30251  0.27
H  4.31756  3.53031  1.98235  0.23
C  -2.89788  4.26030  -4.52711  -0.49
N  -3.39674  4.31694  -5.93114  0.54
O  -2.94881  3.52479  -6.72973  -0.38
O  -4.23015  5.16463  -6.19089  -0.41
H  -2.16811  3.46714  -4.44514  0.26
H  -2.45367  5.22700  -4.30839  0.22
H  -3.74799  4.07056  -3.88192  0.24
C  -0.56401  5.16672  1.71434  -0.49
N  -1.22175  4.24769  0.74766  0.53
O  -0.90919  3.08098  0.78656  -0.35
O  -2.01704  4.73808  -0.02870  -0.40
H  0.11913  4.58923  2.32653  0.26
H  -0.03222  5.91153  1.13003  0.22
H  -1.33862  5.62931  2.31836  0.22


Below is C13H14N2O3S2 in the gas phase at a distorted geometry, with properties calculated with ωB97M-V/def2-TZVPD.

Values from the calculation:
Highest occupied orbital energy in eV: -8.53
Kohn-Sham gap in Eh: 0.333
ΔE to the lowest compared entry with this formula, charge and spin in eV: 0.714
Structure (SMILES): CCOC(=O)Cc1csc(NC(=O)Cc2cccs2)n1
Lowest unoccupied orbital energy in eV: 0.54

Last column: natural (NBO) charge in e.
Cartesian coordinates (Å):
C  -0.85820  3.06684  3.54525  -0.63
C  -0.57308  3.86021  2.27885  -0.08
O  -0.24150  2.99523  1.18785  -0.50
C  -1.25013  2.44130  0.52064  0.81
O  -2.41349  2.64124  0.74727  -0.61
C  -0.73571  1.50662  -0.56187  -0.53
C  -1.11118  0.10400  -0.20026  0.14
C  -2.37860  -0.37162  -0.08282  -0.43
S  -2.36606  -2.03265  0.37653  0.37
C  -0.60296  -1.95068  0.37843  0.26
N  0.11179  -3.07348  0.68008  -0.64
C  1.44980  -3.34897  0.47842  0.70
O  1.89748  -4.39941  0.86728  -0.57
C  2.25777  -2.29807  -0.24432  -0.55
C  1.72298  -2.00356  -1.60887  -0.17
C  1.82414  -0.84234  -2.30843  -0.25
C  1.21124  -0.90422  -3.58031  -0.25
C  0.65351  -2.11353  -3.83107  -0.42
S  0.86922  -3.20723  -2.52013  0.43
N  -0.12858  -0.79583  0.07472  -0.50
H  -1.04506  3.74993  4.36870  0.22
H  -1.73549  2.44085  3.40123  0.22
H  -0.00893  2.43442  3.79241  0.21
H  -1.44629  4.45932  2.00119  0.20
H  0.29896  4.50496  2.40324  0.19
H  0.34677  1.58207  -0.63470  0.25
H  -1.20293  1.78529  -1.50774  0.25
H  -3.29913  0.15559  -0.22179  0.26
H  -0.41399  -3.84628  1.07260  0.42
H  2.25107  -1.37571  0.33991  0.27
H  3.28391  -2.67350  -0.30944  0.25
H  2.31798  0.03242  -1.92599  0.22
H  1.18832  -0.08162  -4.27239  0.22
H  0.12634  -2.44161  -4.70443  0.24


> What is the formula in the first record?

C4H6FO4Ru